[1]
ORCA calculation (wB97M-V/def2-TZVPD) on a cluster of 2 separate species, C2H8N3O3 in total.

Positions of all 16 atoms, in Å:
C -0.639 1.108 0.714
C 1.738 0.255 -0.426
N -2.542 -0.156 1.179
N -1.639 0.395 0.325
N 1.344 -1.037 -1.124
O -0.392 1.901 1.565
O 2.388 -0.042 0.699
O -1.319 -0.279 -0.842
H 2.167 1.073 -0.957
H -2.229 -0.217 2.166
H -3.412 0.356 1.082
H 0.718 -0.946 -1.943
H 0.743 -1.450 -0.395
H 2.106 -1.634 -1.449
H 2.800 0.715 1.031
H -1.832 -0.042 -1.625

Calculated values
**Charge**: +1
**ΔE to the lowest compared entry with this formula, charge and spin**: 144.5 kcal per mole
**LUMO level (spin up / spin down)**: -3.7 / -3.9 eV
**HOMO (spin up / spin down)**: -12.67 / -11.74 eV
**Gap between HOMO and LUMO (spin up / spin down)**: 9.0 / 7.9 eV

[2]
ORCA calculation (wB97M-V/def2-TZVPD) on a structure of composition C34H33BrN3O11RuS.

Positions of all 84 atoms, in Å:
Ru 0.456 -0.238 -0.140
O -1.993 3.442 0.437
C -1.360 2.271 0.529
O -0.157 2.188 0.707
C -2.215 1.087 0.359
C -3.527 1.137 -0.098
C -4.223 -0.050 -0.243
C -3.597 -1.246 0.110
C -2.279 -1.223 0.538
N -1.580 -0.079 0.620
C -1.492 -2.446 0.906
O -2.179 -3.478 1.409
O -0.298 -2.521 0.763
H -1.354 4.170 0.512
H -3.966 2.093 -0.336
H -5.232 -0.053 -0.619
H -4.126 -2.181 0.005
H -3.122 -3.290 1.516
C -3.712 1.654 -6.426
C -3.581 0.134 -6.293
C -4.982 -0.455 -6.091
C -2.980 -0.438 -7.586
C -2.693 -0.280 -5.133
C -1.937 0.625 -4.400
C -1.171 0.169 -3.351
Br -0.009 1.392 -2.373
C -1.111 -1.177 -2.928
O -0.489 -1.524 -1.865
C -1.812 -2.115 -3.757
C -2.582 -1.633 -4.793
C -1.716 -3.600 -3.441
C -2.353 -4.485 -4.516
C -0.244 -4.012 -3.308
C -2.435 -3.859 -2.109
H -4.421 1.889 -7.218
H -2.761 2.114 -6.682
H -4.083 2.097 -5.504
H -5.628 -0.168 -6.915
H -5.420 -0.092 -5.166
H -4.950 -1.538 -6.055
H -3.613 -0.193 -8.435
H -2.895 -1.520 -7.523
H -1.988 -0.029 -7.760
H -1.926 1.676 -4.630
H -3.130 -2.350 -5.379
H -1.904 -4.316 -5.491
H -3.426 -4.328 -4.578
H -2.187 -5.524 -4.243
H 0.318 -3.675 -4.176
H -0.161 -5.096 -3.236
H 0.201 -3.577 -2.418
H -3.471 -3.526 -2.166
H -1.925 -3.315 -1.320
H -2.417 -4.919 -1.862
O 1.214 -0.424 2.017
C 2.308 0.084 1.705
O 2.528 0.568 0.571
C 3.423 0.158 2.710
C 3.516 -0.708 3.793
C 4.586 -0.574 4.672
C 5.553 0.405 4.502
C 5.428 1.267 3.423
C 4.381 1.146 2.522
N 6.416 2.305 3.227
O 6.234 3.082 2.316
O 7.359 2.327 3.986
N 4.712 -1.473 5.799
O 5.685 -1.345 6.510
O 3.838 -2.295 5.959
H 2.780 -1.482 3.952
H 6.386 0.492 5.184
H 4.304 1.813 1.676
S 2.045 -1.849 -1.667
C 3.072 -0.957 -2.750
C 3.393 -1.484 -4.007
C 4.318 -0.845 -4.808
C 4.938 0.320 -4.372
C 4.601 0.861 -3.139
C 3.667 0.240 -2.337
H 2.923 -2.399 -4.333
H 4.569 -1.257 -5.776
H 5.680 0.805 -4.991
H 5.074 1.771 -2.798
H 3.409 0.656 -1.375

Calculated values
**Charge**: 0
**Multiplicity**: 6
**ΔE to the lowest compared entry with this formula, charge and spin**: 12.4 kcal per mole
**LUMO level (spin up / spin down)**: -1.4 / -1.6 eV
**HOMO (spin up / spin down)**: -7.39 / -7.39 eV
**Gap between HOMO and LUMO (spin up / spin down)**: 6.0 / 5.8 eV

[3]
ORCA calculation (wB97M-V/def2-TZVPD) on a structure of composition C4H5FeO2.

Positions of all 12 atoms, in Å:
O 2.343 -0.053 -2.028
C 1.585 -1.236 -1.830
H 2.678 0.039 -0.974
H 1.789 -2.050 -2.550
H 0.531 -0.908 -1.882
C 1.952 -1.708 -0.443
C 1.562 -3.035 -0.059
C 1.381 -3.449 1.198
O 0.846 -3.824 2.169
Fe -2.088 -4.350 0.757
H 2.843 -1.362 0.090
H 1.293 -3.790 -0.806

Calculated values
**Charge**: 0
**Multiplicity**: 6
**ΔE to the lowest compared entry with this formula, charge and spin**: 89.8 kcal per mole
**LUMO level (spin up / spin down)**: 0.3 / -0.9 eV
**HOMO (spin up / spin down)**: -6.94 / -7.02 eV
**Gap between HOMO and LUMO (spin up / spin down)**: 7.3 / 6.1 eV

[4]
ORCA calculation (wB97M-V/def2-TZVPD) on a structure of composition C29H28FeN5P.

Positions of all 64 atoms, in Å:
Fe 0.302 0.587 0.383
C -1.848 -0.722 -1.725
N -0.720 -1.270 -0.947
C 0.338 -1.926 -1.737
C 1.588 -1.098 -1.754
N 1.792 -0.133 -0.891
C 3.050 0.397 -1.161
C 3.733 1.445 -0.552
C 4.988 1.742 -1.043
C 5.543 1.020 -2.109
C 4.868 -0.015 -2.725
C 3.605 -0.313 -2.230
N 2.637 -1.252 -2.580
C -1.791 0.777 -1.763
N -1.095 1.457 -0.883
C -1.275 2.807 -1.173
C -0.740 3.933 -0.556
C -1.105 5.159 -1.074
C -1.976 5.254 -2.169
C -2.506 4.141 -2.790
C -2.133 2.907 -2.272
N -2.433 1.591 -2.617
H -1.868 -1.124 -2.741
H -2.786 -1.011 -1.247
H -1.085 -1.946 -0.292
H 0.579 -2.890 -1.285
H 0.009 -2.124 -2.760
H 3.282 2.000 0.263
H 5.557 2.550 -0.602
H 6.530 1.288 -2.460
H 5.308 -0.556 -3.552
H 2.717 -1.932 -3.318
H -0.070 3.831 0.290
H -0.715 6.065 -0.632
H -2.238 6.236 -2.539
H -3.175 4.235 -3.634
H -3.039 1.302 -3.368
C -1.511 -1.208 2.883
P -0.025 -0.188 2.591
C 0.186 0.719 4.145
C 0.733 0.088 5.260
C 0.812 0.773 6.461
C 0.357 2.082 6.551
C -0.175 2.715 5.437
C -0.259 2.037 4.232
C 1.376 -1.341 2.489
C 2.628 -0.753 2.275
C 3.752 -1.538 2.095
C 3.635 -2.923 2.124
C 2.398 -3.512 2.342
C 1.265 -2.728 2.517
H -1.389 -1.777 3.804
H -1.689 -1.885 2.048
H -2.369 -0.545 2.993
H 1.098 -0.930 5.184
H 1.233 0.284 7.329
H 0.421 2.610 7.493
H -0.521 3.738 5.510
H -0.674 2.527 3.357
H 2.717 0.331 2.290
H 4.719 -1.077 1.941
H 4.511 -3.543 1.988
H 2.315 -4.590 2.392
H 0.308 -3.203 2.695

Calculated values
**Charge**: +2
**Multiplicity**: 5
**LUMO level (spin up / spin down)**: -5.0 / -6.0 eV
**HOMO (spin up / spin down)**: -14.14 / -14.20 eV
**Gap between HOMO and LUMO (spin up / spin down)**: 9.1 / 8.2 eV

[5]
ORCA calculation (wB97M-V/def2-TZVPD) on a cluster of 2 separate species, C6H10N2O2 in total.

Positions of all 20 atoms, in Å:
C 0.117 1.001 -1.063
C -0.764 -0.233 -1.074
C -1.762 -0.223 -2.139
N -2.414 -0.480 -3.084
C -0.277 -1.612 -0.694
C -1.167 -0.879 0.255
C -0.548 -0.401 1.539
N -1.350 0.285 2.367
O 0.660 -0.527 1.756
H 0.858 0.916 -0.261
H 0.629 1.141 -2.023
H -0.475 1.908 -0.883
H -0.684 -2.493 -1.188
H 0.790 -1.665 -0.478
H -2.222 -1.149 0.316
H -2.319 0.458 2.139
H -0.920 0.838 3.102
O 4.211 1.186 0.708
H 3.451 0.688 1.063
H 4.187 1.243 -0.359

Calculated values
**Charge**: 0
**ΔE to the lowest compared entry with this formula, charge and spin**: 32.0 kcal per mole
**LUMO level**: 0.5 eV
**HOMO**: -10.52 eV
**Gap between HOMO and LUMO**: 11.0 eV

[6]
ORCA calculation (wB97M-V/def2-TZVPD) on a cluster of 2 separate species, C6H14N2 in total.

Positions of all 22 atoms, in Å:
C 1.193 0.114 2.259
C 0.989 -0.238 0.794
C -0.415 -0.548 0.319
C -1.201 0.879 0.298
C -0.943 1.610 1.656
N -0.937 -1.311 -2.755
C 0.130 -0.521 -2.964
N 1.070 -0.589 -2.034
H 1.377 -0.815 2.797
H 0.081 0.613 2.270
H 2.022 0.832 2.332
H 1.579 -1.153 0.605
H 1.370 0.524 0.096
H -0.898 -1.190 1.068
H -0.277 -1.088 -0.612
H -0.677 1.442 -0.503
H -2.226 0.686 -0.041
H -1.202 -1.780 -3.650
H -0.812 2.660 1.463
H -1.729 1.507 2.403
H 0.316 -0.010 -3.915
H 1.191 -1.627 -1.887

Calculated values
**Charge**: 0
**ΔE to the lowest compared entry with this formula, charge and spin**: 205.0 kcal per mole
**LUMO level**: -3.2 eV
**HOMO**: -6.42 eV
**Gap between HOMO and LUMO**: 3.2 eV